1.
Molecular formula: C34H82Br2Cl2F3N2O16P
Method: DFT, wB97M-V/def2-TZVPD

Output
* HOMO: -7.618 eV
* strongest force on any atom: 0.037 hartree/bohr

Structure (XYZ):
```
142
C34H82Br2Cl2F3N2O16P, DFT wB97M-V/def2-TZVPD
C -1.03 -5.87 -0.28
C -0.70 -4.79 -1.35
P 0.52 -3.51 -0.78
C 1.98 -4.49 -0.20
C -0.26 -2.56 0.59
C -1.67 -2.75 0.81
C -2.32 -2.06 1.77
C -3.82 -2.25 1.92
C -4.54 -0.97 1.40
C -4.94 -0.97 -0.08
F -5.74 0.13 -0.24
Br -3.45 -0.74 -1.32
C -5.82 -2.20 -0.52
F -6.64 -1.76 -1.51
F -6.62 -2.56 0.48
Br -4.87 -3.71 -1.29
C -1.64 -1.13 2.63
N -2.38 -0.46 3.56
C -1.63 0.35 4.27
C -0.24 0.55 4.09
N 0.46 -0.08 3.18
C -0.27 -0.94 2.42
C 0.39 -1.67 1.39
C 1.85 -1.37 1.18
Cl 3.12 -2.34 1.89
C 2.15 -0.32 0.42
C 3.54 0.17 0.09
Cl 0.82 0.63 -0.26
H -1.82 -6.56 -0.61
H -0.11 -6.45 -0.12
H -1.32 -5.45 0.70
H -0.30 -5.33 -2.21
H -1.63 -4.31 -1.69
H 1.93 -5.46 -0.72
H 1.97 -4.67 0.88
H 2.90 -4.01 -0.55
H -2.25 -3.45 0.21
H -4.12 -3.17 1.41
H -4.07 -2.40 2.98
H -5.40 -0.70 2.02
H -3.82 -0.15 1.53
H -2.12 0.92 5.06
H 0.27 1.28 4.72
H 3.85 0.91 0.84
H 3.49 0.69 -0.88
H 4.30 -0.62 0.08
C -10.29 -1.88 -1.59
O -10.46 -3.14 -0.96
H -11.26 -1.53 -1.92
H -9.87 -1.16 -0.88
H -9.63 -1.97 -2.45
H -9.59 -3.44 -0.67
C 3.58 -4.82 5.53
O 4.58 -4.39 4.61
H 4.00 -5.61 6.14
H 3.28 -3.99 6.18
H 2.70 -5.20 4.99
H 4.19 -3.69 4.07
C 5.33 4.22 0.09
O 4.69 3.18 0.82
H 5.66 3.82 -0.86
H 4.62 5.04 -0.09
H 6.19 4.60 0.64
H 4.40 3.56 1.66
C 8.12 7.45 1.06
O 7.49 6.42 1.82
H 8.44 7.03 0.11
H 7.41 8.26 0.87
H 8.98 7.84 1.60
H 7.20 6.80 2.65
C 1.58 1.35 -4.12
O 2.34 1.81 -3.01
H 2.23 1.36 -5.00
H 1.23 0.33 -3.95
H 0.73 2.01 -4.30
H 1.76 1.79 -2.24
C 5.37 8.81 -1.82
O 6.33 9.68 -1.21
H 5.41 7.85 -1.31
H 4.37 9.23 -1.74
H 5.63 8.66 -2.88
H 6.29 10.52 -1.67
C 3.91 5.43 4.35
O 3.19 4.36 3.74
H 4.51 5.91 3.59
H 3.21 6.16 4.78
H 4.56 5.05 5.14
H 2.67 3.94 4.43
C -3.10 2.40 -3.84
O -2.06 1.52 -3.44
H -2.67 3.14 -4.52
H -3.89 1.85 -4.36
H -3.51 2.92 -2.97
H -2.45 0.88 -2.83
C 1.96 8.05 -2.86
O 2.44 9.36 -3.16
H 2.80 7.36 -2.86
H 1.48 8.03 -1.88
H 1.24 7.73 -3.62
H 1.68 9.95 -3.15
C 4.12 -1.25 -3.28
O 3.48 -2.30 -2.56
H 4.47 -1.64 -4.23
H 3.42 -0.44 -3.46
H 4.98 -0.87 -2.71
H 3.18 -1.94 -1.72
C 7.28 -2.05 -5.56
O 5.92 -1.95 -5.98
H 7.52 -1.17 -4.96
H 7.43 -2.95 -4.96
H 7.94 -2.07 -6.43
H 5.73 -2.73 -6.51
C -12.59 0.60 0.06
O -13.17 -0.39 -0.78
H -12.71 1.57 -0.41
H -13.10 0.61 1.03
H -11.53 0.39 0.20
H -13.06 -1.24 -0.34
C -5.52 2.07 3.51
O -5.69 0.80 4.13
H -6.50 2.44 3.20
H -5.08 2.78 4.21
H -4.88 1.97 2.63
H -4.82 0.49 4.39
C -7.95 1.86 0.72
O -9.37 1.71 0.76
H -7.72 2.92 0.81
H -7.49 1.31 1.54
H -7.57 1.49 -0.23
H -9.55 0.77 0.67
C 4.03 -7.15 -2.46
O 2.60 -7.25 -2.49
H 4.29 -6.10 -2.42
H 4.42 -7.66 -1.57
H 4.46 -7.60 -3.36
H 2.38 -8.18 -2.52
C 3.95 -7.85 2.86
O 3.43 -6.66 2.28
H 3.18 -8.62 2.82
H 4.82 -8.20 2.29
H 4.23 -7.68 3.90
H 4.12 -6.00 2.33
```


2.
Molecular formula: C15H21Cl6F9N5O3S
Method: DFT, wB97M-V/def2-TZVPD

Output
* HOMO: -12.274 eV
* strongest force on any atom: 0.211 hartree/bohr
* net charge: +1

Structure (XYZ):
```
60
C15H21Cl6F9N5O3S, DFT wB97M-V/def2-TZVPD
N 4.98 3.14 2.57
C 4.90 2.12 1.44
O 5.57 2.38 0.31
C 4.00 0.72 1.52
C 2.81 0.90 0.38
N 1.64 -0.03 0.59
C 1.98 -1.44 1.11
N 0.63 -2.14 1.19
C -0.37 -1.09 0.69
N -1.68 -1.49 0.63
N 0.29 0.24 0.32
S -0.49 1.67 -0.31
O 0.26 2.02 -1.66
O -1.99 1.39 -0.73
C -0.52 3.14 0.85
F 0.76 3.94 0.77
F -1.57 4.08 0.30
C -0.98 2.79 2.38
F -1.83 1.58 2.33
F -1.90 3.92 2.80
C 0.23 2.74 3.48
F 1.50 2.15 2.98
F 0.39 4.14 4.01
C -0.19 1.84 4.82
F 0.99 2.00 5.76
F -0.19 0.38 4.46
F -1.44 2.30 5.47
H 4.32 3.93 2.35
H 4.56 2.66 3.40
H 4.72 -0.19 1.25
H 3.58 0.65 2.62
H 3.33 0.72 -0.66
H 2.48 2.04 0.44
H 3.04 -1.90 1.37
H -2.43 -1.09 0.01
H -1.94 -2.34 1.21
Cl -3.15 -3.44 -1.13
C -2.35 -3.80 -2.67
C -1.55 -5.09 -2.62
Cl -0.13 -4.96 -1.56
H -1.72 -2.95 -2.94
H -3.14 -3.88 -3.43
H -1.19 -5.35 -3.62
H -2.17 -5.93 -2.26
Cl -1.77 7.94 -3.13
C -1.70 7.38 -1.44
C -3.06 6.92 -0.93
Cl -4.20 8.27 -0.75
H -1.29 8.19 -0.83
H -0.99 6.55 -1.41
H -2.95 6.47 0.06
H -3.51 6.18 -1.59
Cl -2.19 -7.56 -4.32
C -1.31 -8.92 -3.58
C 0.20 -8.79 -3.75
Cl 0.71 -8.98 -5.44
H -1.68 -9.85 -4.02
H -1.57 -8.92 -2.52
H 0.71 -9.57 -3.17
H 0.56 -7.81 -3.39
```


3.
Molecular formula: C10H9I2N4
Method: DFT, wB97M-V/def2-TZVPD

Output
* HOMO: -12.602 eV
* strongest force on any atom: 0.023 hartree/bohr
* net charge: +1

Structure (XYZ):
```
25
C10H9I2N4, DFT wB97M-V/def2-TZVPD
C -0.88 1.37 -1.75
C -1.20 2.11 -0.50
I -0.83 4.15 -0.57
C -1.70 1.53 0.59
I -2.24 2.50 2.37
N -1.94 0.12 0.65
N -3.13 -0.37 0.88
N -3.04 -1.66 0.89
C -1.76 -1.98 0.69
N -1.06 -0.88 0.55
C 0.36 -0.77 0.38
C 0.97 -1.59 -0.56
C 2.35 -1.51 -0.75
C 3.10 -0.61 -0.01
C 2.48 0.21 0.93
C 1.10 0.14 1.13
H -1.47 0.47 -1.86
H 0.16 1.07 -1.72
H -0.99 2.00 -2.63
H -1.36 -2.97 0.69
H 0.39 -2.28 -1.15
H 2.83 -2.15 -1.47
H 4.17 -0.56 -0.17
H 3.06 0.90 1.51
H 0.62 0.77 1.87
```


4.
Molecular formula: C6H14NS
Method: DFT, wB97M-V/def2-TZVPD

Output
* HOMO: -2.646 eV
* strongest force on any atom: 0.009 hartree/bohr
* ΔE to the lowest compared entry with this formula, charge and spin: 43.1 kJ/mol
* net charge: -1

Structure (XYZ):
```
22
C6H14NS, DFT wB97M-V/def2-TZVPD
C -2.78 -0.19 2.07
C -1.26 -0.08 2.13
C -0.79 1.25 1.60
C -0.36 2.24 2.37
H -3.11 -0.14 1.03
H -3.14 -1.14 2.47
H -3.29 0.63 2.59
H -0.84 -0.83 1.46
H -0.87 -0.23 3.13
H -0.71 1.29 0.52
H 0.04 3.16 1.97
H -0.34 2.14 3.46
C 2.21 -1.26 -2.75
C 1.63 -0.74 -1.43
S -0.19 -0.82 -1.39
N 1.74 -0.56 -3.94
H 1.92 -2.31 -2.84
H 3.31 -1.25 -2.75
H 1.95 0.30 -1.29
H 2.07 -1.32 -0.62
H 2.08 0.39 -3.93
H 0.72 -0.52 -3.85
```


5.
Molecular formula: C29H45BN6O2RbS
Method: DFT, wB97M-V/def2-TZVPD

Output
* HOMO: -4.075 eV
* strongest force on any atom: 0.040 hartree/bohr
* ΔE to the lowest compared entry with this formula, charge and spin: 82.6 kJ/mol
* net charge: -1

Structure (XYZ):
```
85
C29H45BN6O2RbS, DFT wB97M-V/def2-TZVPD
Rb 0.40 0.06 0.02
C -0.01 -3.57 -1.49
C -1.34 -3.66 -2.24
C -1.08 -4.04 -3.71
C -2.15 -2.40 -2.16
C -3.26 -2.10 -2.98
C -3.69 -0.88 -2.51
N -2.89 -0.50 -1.50
N -1.95 -1.42 -1.29
B -3.20 0.79 -0.69
N -3.20 0.56 0.82
C -4.33 0.61 1.54
C -4.02 0.34 2.85
C -2.63 0.15 2.84
N -2.16 0.28 1.61
C -1.79 -0.13 4.05
C -1.86 1.08 4.99
C -0.34 -0.45 3.71
N -2.32 1.97 -1.15
C -2.75 2.80 -2.12
C -1.81 3.78 -2.29
C -0.81 3.47 -1.35
N -1.14 2.38 -0.68
C 0.42 4.32 -1.16
C 0.03 5.71 -0.64
C 1.46 3.69 -0.25
H 0.53 -4.51 -1.59
H -0.18 -3.37 -0.44
H 0.61 -2.78 -1.90
H -1.93 -4.47 -1.79
H -0.59 -3.21 -4.23
H -2.01 -4.26 -4.23
H -0.44 -4.91 -3.78
H -3.69 -2.69 -3.76
H -4.50 -0.26 -2.84
H -4.33 1.08 -0.98
H -5.28 0.83 1.09
H -4.69 0.28 3.69
H -2.23 -1.00 4.58
H -1.41 1.94 4.50
H -1.31 0.88 5.91
H -2.89 1.32 5.24
H 0.14 0.41 3.25
H -0.28 -1.28 3.00
H 0.21 -0.73 4.61
H -3.70 2.65 -2.60
H -1.81 4.59 -2.99
H 0.86 4.45 -2.15
H -0.24 5.66 0.41
H -0.82 6.11 -1.19
H 0.87 6.40 -0.75
H 1.06 3.56 0.76
H 2.34 4.34 -0.19
H 1.77 2.73 -0.65
C 1.65 -0.65 -4.02
S 0.34 0.44 -3.30
O 1.10 1.61 -2.87
C -0.32 0.85 -4.95
C 0.06 2.01 -5.61
C -0.45 2.29 -6.87
C -1.36 1.42 -7.46
C -1.75 0.27 -6.79
C -1.24 -0.01 -5.53
H 2.20 -0.09 -4.77
H 1.21 -1.54 -4.46
H 2.31 -0.91 -3.20
H 0.77 2.67 -5.13
H -0.15 3.19 -7.40
H -1.77 1.64 -8.44
H -2.47 -0.40 -7.24
H -1.55 -0.90 -5.00
C 3.20 -2.00 3.09
C 3.50 -1.01 1.93
C 4.01 0.31 2.58
C 4.69 -1.61 1.12
O 2.43 -0.80 1.15
H 4.11 -2.30 3.61
H 2.72 -2.89 2.69
H 2.52 -1.54 3.80
H 4.90 0.14 3.19
H 3.23 0.73 3.21
H 4.25 1.03 1.80
H 5.57 -1.77 1.74
H 4.95 -0.93 0.31
H 4.38 -2.56 0.69
```


6.
Molecular formula: C23H18N7O2PPt
Method: DFT, wB97M-V/def2-TZVPD

Output
* HOMO (spin up / spin down): -13.988 / -14.931 eV
* ⟨S²⟩: 6.0487
* strongest force on any atom: 0.010 hartree/bohr
* 2S+1: 5
* net charge: +2

Structure (XYZ):
```
52
C23H18N7O2PPt, DFT wB97M-V/def2-TZVPD
Pt 0.18 -0.82 -2.38
O 3.54 0.84 -2.01
C 3.00 -0.25 -1.69
O 2.38 -1.01 -2.45
C 3.18 -0.47 -0.22
C 4.45 -0.33 0.32
C 4.65 -0.58 1.67
C 3.58 -0.95 2.47
C 2.30 -1.08 1.93
C 2.07 -0.82 0.58
P 0.37 -1.02 -0.04
C -0.64 0.22 0.78
C -2.03 0.11 0.65
C -2.86 1.07 1.21
C -2.31 2.14 1.91
C -0.94 2.25 2.03
C -0.10 1.30 1.47
C -0.15 -2.66 0.48
C -0.90 -2.87 1.64
C -1.23 -4.17 2.00
C -0.83 -5.24 1.22
C -0.08 -5.03 0.07
C 0.25 -3.74 -0.31
H 5.28 -0.05 -0.32
H 5.64 -0.49 2.09
H 3.74 -1.16 3.52
H 1.49 -1.39 2.57
H -2.46 -0.74 0.13
H -3.94 0.97 1.12
H -2.96 2.87 2.37
H -0.51 3.08 2.59
H 0.98 1.40 1.58
H -1.22 -2.04 2.26
H -1.81 -4.34 2.90
H -1.09 -6.25 1.51
H 0.23 -5.86 -0.54
H 0.85 -3.57 -1.20
N -0.04 5.88 -2.39
C -0.19 4.61 -2.04
N -0.84 4.31 -0.90
N 0.35 3.70 -2.84
C 0.25 2.43 -2.67
N 0.28 1.27 -2.59
H -0.43 6.64 -1.86
H 0.44 6.08 -3.25
H -1.23 5.02 -0.32
H -0.93 3.35 -0.60
N -5.73 0.27 -1.38
C -5.00 -0.21 -2.16
N -4.25 -0.76 -3.06
C -2.97 -0.88 -2.92
N -1.82 -1.04 -2.93
```


Q: Among the records above, which one has the highest strongest force on any atom?
A: C15H21Cl6F9N5O3S


Q: The highest strongest force on any atom belongs to which entry?
A: C15H21Cl6F9N5O3S


Q: Which of these has the highest strongest force on any atom?
A: C15H21Cl6F9N5O3S